{
  "formula": "C42H34BrCrN4O4",
  "method": "ωB97M-V/def2-TZVPD",
  "homo_lumo_gap_ev": [8.47, 8.22],
  "e_homo_ev": [-8.4, -8.0],
  "spin_multiplicity": 2,
  "mol_weight_da": 790.66,
  "lumo_energy_ev": [0.05, 0.24],
  "de_lowest_kcal_mol": 0.0,
  "symbols": ["Cr", "O", "C", "C", "C", "C", "C", "C", "C", "C", "C", "O", "C", "C", "C", "C", "C", "C", "C", "C", "C", "C", "C", "C", "N", "C", "C", "C", "C", "C", "C", "C", "C", "C", "C", "C", "C", "H", "H", "H", "H", "H", "H", "H", "H", "H", "H", "H", "H", "H", "H", "H", "H", "H", "H", "H", "H", "H", "H", "H", "H", "H", "H", "H", "Br", "C", "C", "N", "C", "C", "C", "C", "O", "O", "H", "H", "H", "N", "C", "C", "N", "C", "H", "H", "H", "H"],
  "xyz": [[-0.70682, -0.50749, -0.17093], [1.11007, -0.74229, -0.28381], [1.97543, -1.47466, 0.55251], [1.23173, -2.02397, 1.80000], [0.48909, -0.94035, 2.52295], [0.88721, -0.50259, 3.77376], [0.20449, 0.53751, 4.37859], [-0.86826, 1.10818, 3.72209], [-1.23315, 0.64015, 2.46884], [-2.32993, 1.27914, 1.66617], [-1.70049, 2.13144, 0.50944], [-0.80798, 1.34404, -0.26476], [-0.94861, 3.29201, 1.18227], [-1.65180, 4.31511, 1.82164], [-0.97748, 5.32634, 2.49217], [0.41539, 5.33284, 2.53134], [1.12056, 4.32099, 1.89431], [0.43818, 3.30570, 1.22314], [-2.77528, 2.69011, -0.43191], [-2.36372, 3.61501, -1.39442], [-3.26873, 4.17119, -2.28236], [-4.61382, 3.80719, -2.22668], [-5.02779, 2.87185, -1.29216], [-4.11108, 2.31536, -0.39783], [-0.54702, -0.36485, 1.87477], [3.11279, -0.54069, 1.00008], [3.10243, 0.78611, 0.59762], [4.10764, 1.66104, 1.00983], [5.13377, 1.20936, 1.82767], [5.16096, -0.12905, 2.21739], [4.16000, -0.99814, 1.80025], [2.57951, -2.63832, -0.25171], [2.54420, -3.96514, 0.15982], [3.08771, -4.97563, -0.63820], [3.66480, -4.66389, -1.86026], [3.69827, -3.33328, -2.28240], [3.16606, -2.33395, -1.48206], [1.93696, -2.49226, 2.48294], [0.51991, -2.77648, 1.47036], [1.73813, -0.97606, 4.25237], [0.51586, 0.90669, 5.35145], [-1.42218, 1.93420, 4.15211], [-2.95606, 1.90147, 2.30170], [-2.93604, 0.50071, 1.21510], [-2.73933, 4.32614, 1.78269], [-1.53847, 6.11427, 2.98444], [0.94240, 6.12582, 3.04955], [2.20631, 4.31376, 1.92358], [0.96930, 2.50699, 0.72575], [-1.31414, 3.89425, -1.44221], [-2.92943, 4.89146, -3.01917], [-5.32769, 4.24387, -2.91568], [-6.06400, 2.55419, -1.25848], [-4.46251, 1.56315, 0.29963], [2.30703, 1.11138, -0.05924], [4.08799, 2.69731, 0.68543], [5.91661, 1.88779, 2.15119], [5.96891, -0.49650, 2.84346], [4.20831, -2.04605, 2.08705], [2.08827, -4.23697, 1.10676], [3.05628, -6.00614, -0.29849], [4.09448, -5.44642, -2.47798], [4.14039, -3.07870, -3.24015], [3.18096, -1.29755, -1.81251], [1.49931, -0.43130, -4.16385], [-0.33806, -0.86580, -4.09347], [-0.92978, -1.54857, -5.13954], [-2.22116, -1.89402, -5.12229], [-2.94152, -1.57506, -4.03920], [-2.42065, -0.90393, -2.94234], [-1.09075, -0.52431, -2.98873], [-3.27428, -0.72020, -1.71010], [-4.48195, -0.73116, -1.79320], [-2.59773, -0.62821, -0.59407], [-0.35001, -1.82162, -6.01600], [-3.98567, -1.86629, -4.02613], [-0.63720, 0.07985, -2.21914], [-0.68699, -4.51083, -1.42312], [-1.68689, -4.64535, -0.47150], [-1.82598, -3.41760, 0.08185], [-0.91607, -2.55097, -0.51145], [-0.25581, -3.24219, -1.41701], [-0.33306, -5.23434, -2.02366], [-2.19789, -5.57721, -0.28873], [-2.51719, -3.07468, 0.83600], [0.54273, -2.86297, -2.04318]]
}